No. 1
DFT (ωB97M-V/def2-TZVPD) results for a 2-piece molecular cluster, C4H8Se overall.

The geometry in XYZ format:
```
13
Properties=species:S:1:pos:R:3:lowdin_charge:R:1
C -1.65194 0.30266 -0.61157 -0.142
C 2.17986 -1.36411 -0.29321 -0.517
H 0.25319 -1.05811 -0.11522 0.027
H -2.71680 0.01440 -0.36725 0.110
H -1.20963 -1.03842 0.89690 0.051
H -1.25929 1.35300 1.53364 0.133
H -0.08039 1.60000 0.16069 0.053
H -1.36090 0.68854 -1.60048 0.096
Se 3.01261 0.18184 -0.05673 0.752
C -0.67262 -0.49277 0.24334 -0.213
H 2.42776 -2.11364 0.56627 -0.032
H 1.93465 0.98980 -0.86754 -0.094
C -0.85651 0.93683 0.51116 -0.222
```

Calculated values
Highest occupied orbital energy: -8.5 eV
M: 135.1 g/mol
Energy relative to the best compared isomer or geometry (same formula, charge and spin): 113.9 kcal per mole
Gap between HOMO and LUMO: 7.963 eV


No. 2
DFT (ωB97M-V/def2-TZVPD) results for an isolated ion of composition C4H7NO3 and charge -2.

The geometry in XYZ format:
```
15
Properties=species:S:1:pos:R:3:lowdin_charge:R:1
C 0.09744 -0.17114 -0.41625 -0.246
H 0.12086 0.67674 1.49287 0.082
H 0.85872 -0.10804 -1.17821 0.095
H -0.22221 -1.58702 1.22160 0.086
C 0.29691 2.28083 0.27362 -0.822
H -0.89607 -0.11476 -0.85689 0.095
H 1.29836 -1.84993 0.32552 0.089
O 0.26618 2.58904 -0.94425 -0.120
H -1.51515 -2.24695 -0.76416 0.072
C -0.48453 -2.70491 -0.56562 -0.596
O 0.10291 3.02869 1.28803 -0.166
C 0.24374 -1.55876 0.23051 -0.227
N 0.35599 0.90061 0.55216 0.003
H 0.02440 -2.68161 -1.57324 0.069
O -0.50299 -3.91198 0.02787 -0.415
```

Calculated values
Highest occupied orbital energy: 0.2 eV
M: 117.1 g/mol
SMILES: O=C([O-])NCCC[O-]
Energy relative to the best compared isomer or geometry (same formula, charge and spin): 0.0 kcal per mole
Net charge: -2
Gap between HOMO and LUMO: 6.670 eV


No. 3
DFT (ωB97M-V/def2-TZVPD) results for C3H2ClNO as an isolated structure.

The geometry in XYZ format:
```
8
Properties=species:S:1:pos:R:3:lowdin_charge:R:1
C -0.26315 -0.97314 0.21900 -0.174
H -0.83108 -2.04851 0.20983 0.167
O 0.08609 0.98342 -0.68217 -0.033
H -0.61322 -0.69042 -1.98923 0.157
C -0.36336 -0.34539 -0.91472 -0.114
N 0.39568 -0.22850 1.20355 0.110
C 0.48144 0.87612 0.65746 -0.773
Cl 1.10760 2.42641 1.29628 0.661
```

Calculated values
Highest occupied orbital energy: -9.9 eV
M: 103.5 g/mol
Energy relative to the best compared isomer or geometry (same formula, charge and spin): 22.3 kcal per mole
Gap between HOMO and LUMO: 10.772 eV


No. 4
DFT (ωB97M-V/def2-TZVPD) results for C20H37F6NO3Ta as an isolated structure.

The geometry in XYZ format:
```
68
Properties=species:S:1:pos:R:3:lowdin_charge:R:1
C -1.49426 -3.31183 -1.91164 -0.219
C -2.45842 -1.19396 -0.87158 -0.325
C -1.19738 -1.93141 -1.40955 -0.220
C -2.24692 2.02498 -0.03260 -0.354
H 5.03173 -0.97482 1.49814 0.052
C -1.74869 -3.63338 -3.18882 -0.288
H 3.25458 -0.26704 -0.67130 0.097
C -5.35701 0.28988 0.15742 -0.209
F -2.56250 -2.93099 -3.98938 0.112
O -6.16671 2.42670 1.03071 0.088
H -0.85136 1.17411 -1.52265 0.060
C 1.31460 2.65112 -1.48118 -0.219
C 4.95689 -1.56717 -0.62816 -0.244
H 3.41904 2.77252 -1.45191 0.090
C 4.30128 -0.20959 -0.94902 -0.197
H -0.43865 -2.08655 -0.64643 0.083
H -2.12864 2.88587 0.62702 0.031
F -1.42427 -4.31202 -0.98941 0.064
C -5.87635 1.67708 -0.05813 -0.542
C -1.18152 2.14547 -1.14622 -0.316
H -3.22013 2.17488 -0.51325 0.025
H -2.86026 -0.53315 -1.64171 0.034
H -4.81466 -0.79700 1.96714 0.025
H -1.57788 2.68093 -2.00961 0.099
H -3.18140 -2.46503 1.98025 0.033
H 0.21243 2.82717 0.39847 0.093
C 5.41791 -1.73624 0.83156 -0.104
H 6.50105 -1.74022 0.90811 0.064
H 4.22862 -2.34862 -0.82478 0.094
H 2.13608 1.16578 0.40589 0.065
H -0.77864 -1.37278 -2.23994 0.103
F 0.18451 -2.27963 3.40774 0.132
H 1.31024 3.25755 -2.38846 0.105
H 5.14542 1.74345 -1.05541 0.087
H -0.19870 3.98596 -0.82950 0.108
C 2.61899 2.93757 -0.73371 -0.200
H 4.74549 2.47251 1.27807 0.106
H -2.22844 -1.89321 3.31378 0.044
H -6.24408 -0.34127 0.26172 0.116
C -4.48938 0.09044 1.42433 -0.361
O -6.02843 2.14408 -1.17528 0.058
F -0.70614 -4.27382 3.50231 0.123
H -2.06564 0.94911 2.69464 -0.125
C 0.04740 2.93356 -0.66905 -0.238
C -0.28125 -3.29680 2.65382 -0.739
Ta -2.22845 0.03077 1.07008 1.725
H 2.64049 3.97928 -0.41970 0.109
H -4.70487 0.92057 2.09328 0.019
H -6.12302 3.33254 0.70924 0.116
C 4.19469 1.63045 0.85844 -0.207
H 4.11311 0.90237 1.66594 0.095
C 2.76332 2.04189 0.50649 -0.213
H 0.23637 0.08218 0.01476 -0.038
H -4.89231 -0.00644 -0.77484 0.081
N -0.09658 0.01579 0.97318 -0.192
H 4.37609 -0.07430 -2.02542 0.102
C 4.98849 0.99638 -0.28022 -0.221
C -2.22828 -2.00122 2.23172 -0.293
H 5.80041 -1.71879 -1.29592 0.094
F -1.23778 -4.70757 -3.81358 0.099
H 5.98705 0.73034 0.06039 0.102
H 2.37662 2.60006 1.35467 0.110
F 0.79144 -3.81532 1.99916 0.123
H 0.28420 -0.86888 1.29791 -0.035
H 1.29294 1.61385 -1.82047 0.100
H -3.22431 -1.95211 -0.69098 0.045
H 5.07150 -2.69347 1.21185 0.064
O -1.19967 -2.95252 1.76158 -0.080
```

Calculated values
Highest occupied orbital energy: -4.9 eV
M: 634.5 g/mol
Net charge: -1
Gap between HOMO and LUMO: 7.743 eV


No. 5
DFT (ωB97M-V/def2-TZVPD) results for one molecule with the formula C14H33N2O2P.

The geometry in XYZ format:
```
52
Properties=species:S:1:pos:R:3:lowdin_charge:R:1
H 1.58939 1.87056 3.13777 0.084
H -2.17002 -1.30137 -1.13519 0.110
H 1.43389 -4.04195 0.85145 0.076
H 1.62182 -1.34444 4.01755 0.087
H 4.38501 1.32866 -1.26963 0.122
H -3.63839 -2.20666 -0.37589 0.115
H -1.70692 -0.51735 1.62358 0.102
H 0.21263 2.57824 0.88677 0.111
C 0.63697 1.23906 2.79276 -0.400
C -2.00145 0.36094 0.87335 -0.260
H 1.25212 -3.54037 3.05411 0.115
C -3.50981 0.02458 0.32650 -0.209
C -4.10453 -0.81815 -2.24092 -0.181
C -1.86288 1.75574 1.72340 -0.227
C 2.50451 0.55261 0.49830 -0.345
H 3.66771 -1.60153 -1.83089 0.068
C 4.61452 0.18186 -1.10604 -0.239
H -5.28018 -0.82326 -2.07410 0.127
C 2.22673 -1.41118 2.99071 -0.380
H 3.03534 -3.42903 0.69851 0.070
H -0.36719 3.27996 2.54845 0.110
H -3.18155 2.70964 -4.19934 0.098
H 2.64400 1.72535 0.63321 0.097
H 1.98089 0.43177 -0.56649 0.096
H 3.31897 -1.05326 3.21257 0.073
O -4.53883 0.96884 -3.94473 -0.276
C -3.31624 -1.15660 -0.84172 -0.220
H -3.57237 1.69006 -5.79889 0.103
P 1.32581 -0.25140 1.76780 0.912
H -1.20313 0.29127 -0.00296 0.100
N 4.08800 -0.71075 -2.22802 -0.058
H 5.77771 -0.04167 -0.99262 0.125
H -4.13588 -0.51641 1.18664 0.116
C -3.58499 0.60779 -2.88002 -0.235
H -2.41253 1.71277 2.78047 0.121
H -2.48397 0.56119 -3.32131 0.137
H 4.84306 1.34386 1.41751 0.122
N 2.05047 -3.20383 1.03302 -0.083
H -2.43196 2.60854 1.11793 0.109
O 4.84426 0.32706 1.43369 -0.124
C -0.29576 2.26788 1.91980 -0.267
H 0.14321 0.82482 3.76951 0.085
H 3.17671 -3.48349 2.97269 0.114
H 4.94784 -0.96122 -2.79468 0.072
C 2.17593 -3.01776 2.52989 -0.322
H -4.91728 2.85066 -4.97548 0.103
H 3.82056 -1.35296 0.38824 0.122
H -4.10528 0.95618 -0.06542 0.100
C 3.96075 -0.19057 0.37604 -0.384
H -3.57761 1.50504 -2.11053 0.121
C -4.02380 2.08803 -4.77131 -0.132
H -3.85629 -1.66776 -3.03602 0.121
```

Calculated values
Highest occupied orbital energy: -7.5 eV
M: 292.4 g/mol
SMILES: COCCCCCCCCP(CCN)C[C@H](O)CN
Gap between HOMO and LUMO: 8.256 eV


No. 6
DFT (ωB97M-V/def2-TZVPD) results for C22H41BrLaNP3S as an isolated structure.

The geometry in XYZ format:
```
70
Properties=species:S:1:pos:R:3:lowdin_charge:R:1
C -2.66239 -3.04359 -0.93728 -0.255
C 1.73652 4.30742 -1.35021 -0.038
C 1.73851 -3.12845 1.73554 -0.176
C 0.41573 4.29954 -0.97377 0.006
H -0.66263 4.25663 0.92434 0.163
C -3.08401 1.28517 2.15420 -0.286
H 0.80858 -0.30950 -3.84461 0.044
C 1.39216 0.36123 -3.19945 -0.244
H 3.38937 -1.51475 -3.20920 0.079
H 0.50838 6.63539 2.20621 0.074
S 0.54657 1.93934 2.30168 0.593
C 3.18243 0.61526 -1.07030 -0.285
H -2.82238 0.98500 3.17728 0.062
H -4.79972 0.89241 0.05163 0.072
H -3.54336 -2.43714 -0.70031 0.016
H 1.92392 6.14183 1.12894 0.060
Br 3.86823 -4.90743 2.45368 0.858
H -0.96331 -0.55298 -3.24857 0.010
C 1.34068 5.94848 2.03249 -0.056
H -1.57847 -3.21019 1.81492 0.089
H -2.88014 -3.64799 -1.82557 0.072
H -4.13397 -2.18339 1.13872 0.032
H 1.29306 -6.27692 2.94570 0.135
H -2.47243 -0.20041 -2.36151 0.017
H -3.37038 1.17809 -0.97424 0.042
H -2.43290 -3.71922 -0.10249 0.041
H -4.80865 -0.86593 2.14437 0.076
H -3.36179 -1.75821 2.69437 0.049
C -0.56501 -3.59579 1.95005 -0.124
La 0.26552 -0.46661 0.82659 1.403
C -0.29440 -4.87607 2.42157 0.012
C 1.00340 2.85192 0.95610 -0.743
C -3.88193 -1.35651 1.81350 -0.253
H 2.71334 4.51675 2.75771 0.057
H 2.09430 4.76478 -2.28376 0.139
H -0.92763 2.87001 -0.04768 0.127
H 3.80682 0.18123 -0.27472 0.073
H 3.78340 -1.94210 -1.51714 0.061
H 1.31744 4.94759 3.91959 0.074
N 0.43208 -2.72767 1.63637 -0.209
H -0.27184 4.98693 -1.46719 0.138
P -2.77909 -0.11612 1.00151 0.692
P 1.86138 -0.50166 -1.64248 0.681
C 2.04992 -4.39463 2.23321 -0.631
C 2.72573 3.75398 -0.51080 0.000
H 2.43105 -2.76660 -2.33950 0.023
H 0.28462 -3.91838 -1.44237 0.057
H -0.83891 -3.84495 -2.82874 0.071
H 2.31064 0.65463 -3.72677 0.072
C 2.97143 -1.82342 -2.24390 -0.234
H 2.49753 -2.41018 1.41918 0.099
H -2.48435 2.15690 1.86051 0.010
C 1.77373 5.05741 2.93006 -0.077
C 2.34787 3.14098 0.67946 -0.181
H 0.80414 1.26383 -2.97114 0.052
H -2.34955 -1.66408 -3.37286 0.077
C -1.80190 -0.99407 -2.70456 -0.235
H 3.81003 0.93111 -1.91519 0.083
H -1.12117 -5.54452 2.65597 0.138
P -1.20270 -2.00587 -1.30263 0.648
H -4.19189 -0.41708 -1.01019 0.043
C -0.10610 3.58215 0.22480 -0.174
H 2.69263 1.51043 -0.68913 -0.025
C 1.03532 -5.28536 2.58199 -0.031
C -0.18381 -3.25100 -2.17856 -0.260
C -3.89632 0.42540 -0.36989 -0.261
H 3.10916 2.73370 1.35285 0.131
H -4.15011 1.54478 2.11657 0.064
H 0.58374 -2.77368 -2.79888 0.015
H 3.77386 3.71214 -0.80605 0.149
```

Calculated values
Highest occupied orbital energy (alpha / beta): -16.7 / -16.7 eV
M: 663.4 g/mol
Energy relative to the best compared isomer or geometry (same formula, charge and spin): 0.0 kcal per mole
Net charge: +3
Gap between HOMO and LUMO (alpha / beta): 6.544 / 6.543 eV


No. 7
DFT (ωB97M-V/def2-TZVPD) results for one molecule with the formula C5H8O5.

The geometry in XYZ format:
```
18
Properties=species:S:1:pos:R:3:lowdin_charge:R:1
H 3.07431 0.36072 -1.54244 0.186
C 1.16104 -0.98471 -1.22566 0.039
C -0.97611 0.01742 0.07372 -0.625
H -2.80244 -0.60011 1.33569 0.130
C 0.35479 0.70200 0.27964 -0.165
H 0.30776 1.80061 0.17881 0.174
C -1.78877 0.02432 1.42232 -0.013
O 0.82369 0.52507 1.69578 0.006
H 1.27450 1.24655 1.99686 0.036
O -1.75295 0.75742 -0.88141 0.012
H -1.21683 -0.42640 2.21393 0.054
H 1.51116 -2.65514 -2.01933 0.100
O 2.53460 0.89458 -0.83508 0.088
O -0.83348 -1.32191 -0.37461 -0.074
H -2.43574 0.18365 -1.13326 0.062
C 1.42531 0.18280 -0.64413 -0.263
H -1.92491 1.09419 1.70311 0.089
O 1.26408 -1.80105 -2.24394 0.164
```

Calculated values
Highest occupied orbital energy: -9.2 eV
M: 148.1 g/mol
Energy relative to the best compared isomer or geometry (same formula, charge and spin): 129.0 kcal per mole
Gap between HOMO and LUMO: 9.097 eV


No. 8
DFT (ωB97M-V/def2-TZVPD) results for C2H2FIO as an isolated structure.

The geometry in XYZ format:
```
7
Properties=species:S:1:pos:R:3:lowdin_charge:R:1
H -0.28268 1.21301 -0.14311 0.064
H 1.50740 -1.17432 0.12616 0.112
C -0.16929 0.22051 -0.00046 -0.287
C 1.07523 -0.21794 0.12369 -0.157
I -3.04055 0.06321 0.01340 0.930
F 2.09815 0.58619 -0.01958 0.030
O -1.18825 -0.69067 -0.10011 -0.693
```

Calculated values
Highest occupied orbital energy: -8.9 eV
M: 187.9 g/mol
Energy relative to the best compared isomer or geometry (same formula, charge and spin): 37.9 kcal per mole
Gap between HOMO and LUMO: 7.681 eV


Repeat the second record exactly.
DFT (ωB97M-V/def2-TZVPD) results for an isolated ion of composition C4H7NO3 and charge -2.

The geometry in XYZ format:
```
15
Properties=species:S:1:pos:R:3:lowdin_charge:R:1
C 0.09744 -0.17114 -0.41625 -0.246
H 0.12086 0.67674 1.49287 0.082
H 0.85872 -0.10804 -1.17821 0.095
H -0.22221 -1.58702 1.22160 0.086
C 0.29691 2.28083 0.27362 -0.822
H -0.89607 -0.11476 -0.85689 0.095
H 1.29836 -1.84993 0.32552 0.089
O 0.26618 2.58904 -0.94425 -0.120
H -1.51515 -2.24695 -0.76416 0.072
C -0.48453 -2.70491 -0.56562 -0.596
O 0.10291 3.02869 1.28803 -0.166
C 0.24374 -1.55876 0.23051 -0.227
N 0.35599 0.90061 0.55216 0.003
H 0.02440 -2.68161 -1.57324 0.069
O -0.50299 -3.91198 0.02787 -0.415
```

Calculated values
Highest occupied orbital energy: 0.2 eV
M: 117.1 g/mol
SMILES: O=C([O-])NCCC[O-]
Energy relative to the best compared isomer or geometry (same formula, charge and spin): 0.0 kcal per mole
Net charge: -2
Gap between HOMO and LUMO: 6.670 eV


Which of these has the highest M?
C22H41BrLaNP3S


Look up the M of the third one.
103.5 g/mol